2 unconnected molecules or ions with the total composition C2H5ClO3 at a distorted geometry. Source: the Open Molecules 2025 dataset; level of theory: ωB97M-V with the def2-TZVPD basis set.

Structure (ORCA input):
```
! wB97M-V def2-TZVPD RIJCOSX def2/J DEFGRID3
* xyz 0 1
O 0.4717 1.4130 -0.0962
C 0.4500 0.1116 0.2851
Cl 1.4701 -0.9305 -0.7558
C 0.3730 -0.5146 1.5971
O -0.7170 -0.4243 0.6988
H 0.6929 1.3600 -1.0234
H 0.7859 -1.4358 1.8170
H 0.2108 0.1501 2.4721
O -0.9576 0.2173 -1.9231
H -0.9113 0.0804 -1.0028
H -1.8685 -0.0272 -2.0687
*
```

SMILES   O[C@@]1(Cl)CO1.O
Gap between HOMO and LUMO   11.540 eV
F_max   4.37 eV/A

---

A molecular structure, C35H33N7O4ReS. Source: the Open Molecules 2025 dataset; level of theory: ωB97M-V with the def2-TZVPD basis set.

Structure (ORCA input):
```
! wB97M-V def2-TZVPD RIJCOSX def2/J DEFGRID3
* xyz 2 4
Re 0.0473 -0.1324 -0.1175
C 2.1852 4.6856 3.0248
C 1.1702 3.6181 3.1505
N 0.1822 3.5895 3.9867
N -0.4682 2.4273 3.7173
C 0.0850 1.7346 2.7359
S -0.4709 0.2046 2.1850
N 1.1502 2.4732 2.3654
N 2.0380 2.0987 1.3633
H 1.9430 5.4796 3.7260
H 2.1901 5.0951 2.0135
H 3.1826 4.3082 3.2549
H -1.2945 2.1787 4.2420
H 2.9650 1.9892 1.7637
H 2.0464 2.8269 0.6540
O -0.0071 -1.0173 -2.0271
C -0.3208 -2.4681 -2.1476
C -0.5910 -2.8960 -0.6959
O -0.5880 -4.0364 -0.3381
O -0.8524 -1.8740 0.1321
C -1.6180 -2.6296 -2.9189
C -2.5232 -1.5838 -3.0515
C -3.7204 -1.7892 -3.7236
C -4.0202 -3.0373 -4.2463
C -3.1211 -4.0856 -4.0987
C -1.9205 -3.8849 -3.4389
C 0.8836 -3.1011 -2.8076
C 1.8191 -3.8674 -2.1232
C 2.9489 -4.3335 -2.7827
C 3.1570 -4.0280 -4.1189
C 2.2242 -3.2630 -4.8075
C 1.0886 -2.8092 -4.1574
H 0.4066 -0.6635 -2.8346
H -2.3020 -0.6059 -2.6427
H -4.4212 -0.9724 -3.8346
H -4.9546 -3.1956 -4.7673
H -3.3544 -5.0618 -4.5010
H -1.2203 -4.7027 -3.3240
H 1.6553 -4.1409 -1.0909
H 3.6612 -4.9522 -2.2524
H 4.0345 -4.4007 -4.6300
H 2.3702 -3.0409 -5.8560
H 0.3392 -2.2514 -4.7105
N 1.4725 -5.0161 2.3619
C 2.6910 -4.4307 2.3005
O 3.6751 -4.8006 2.8966
C 2.7882 -3.2170 1.4032
C 4.0039 -2.9204 0.8002
C 4.0871 -1.8264 -0.0474
C 2.9602 -1.0597 -0.2561
N 1.7930 -1.3212 0.3563
C 1.7164 -2.3795 1.1840
H 1.3989 -5.8597 2.9098
H 0.7528 -4.8401 1.6775
H 4.8569 -3.5558 1.0037
H 5.0070 -1.5745 -0.5553
H 2.9746 -0.2127 -0.9300
H 0.7639 -2.5482 1.6650
C -1.5372 5.1506 0.9980
C -0.3853 5.1432 0.2198
C 0.0226 3.9776 -0.4109
C -0.7214 2.8096 -0.2530
C -1.8925 2.8214 0.4909
C -2.2932 3.9940 1.1204
N -0.2641 1.6024 -0.8934
C -0.0455 1.7603 -2.3140
C 1.2327 1.6048 -2.8391
C 1.4300 1.6770 -4.2144
C 0.3531 1.9247 -5.0531
C -0.9169 2.1138 -4.5183
C -1.1216 2.0333 -3.1503
H -1.8599 6.0627 1.4811
H 0.1825 6.0546 0.0825
H 0.8923 3.9801 -1.0600
H -2.4938 1.9232 0.5601
H -3.2140 4.0075 1.6890
H 2.0720 1.4539 -2.1682
H 2.4242 1.5579 -4.6240
H 0.5037 1.9877 -6.1220
H -1.7531 2.3203 -5.1725
H -2.1097 2.1716 -2.7283
*
```

Expectation value of S²   3.782
Gap between HOMO and LUMO (alpha / beta)   7.853 / 6.628 eV
F_max   0.10 eV/A

---

2 unconnected molecules or ions with the total composition C20H35NO5 at a distorted geometry. Source: the Open Molecules 2025 dataset; level of theory: ωB97M-V with the def2-TZVPD basis set.

Structure (ORCA input):
```
! wB97M-V def2-TZVPD RIJCOSX def2/J DEFGRID3
* xyz 0 1
C -5.3734 1.4136 -1.6512
C -5.4641 0.2954 -0.5173
O -4.2666 0.2964 0.3081
C -3.4846 -0.8382 -0.1036
C -1.9769 -0.6917 0.3456
O -1.9805 -0.0668 1.6633
C -0.7260 -0.2444 2.2718
O -0.5600 -1.2434 2.9258
C 0.2881 0.8944 2.0778
C -0.2746 2.2193 1.6628
C 0.6102 3.3476 1.4650
N 1.9791 3.1931 1.6989
C 2.5474 1.9763 2.0817
C 1.7687 0.7711 2.2708
C 2.3247 -0.6314 2.6541
C 3.8360 -0.8931 2.1579
C 3.9116 -1.8547 0.9083
C 3.9212 -1.1681 -0.5283
C 3.7660 0.3965 -0.5614
C 4.0973 0.8993 -2.0559
C 5.6398 1.3175 -2.0185
O 6.1693 1.6543 -3.3015
C 5.3879 2.6616 -3.9611
H -6.3921 1.8379 -1.8673
H -4.6892 2.2265 -1.2831
H -4.9588 1.0198 -2.6188
H -5.6447 -0.7106 -0.9910
H -6.3745 0.5172 0.0989
H -3.9432 -1.7513 0.3646
H -3.4783 -0.8734 -1.2263
H -1.5034 -1.7032 0.4444
H -1.4182 0.0065 -0.3445
H -1.3751 2.3141 1.4825
H 0.2604 4.3502 1.1307
H 2.6258 3.9722 1.5673
H 3.6545 1.9531 2.2271
H 1.7232 -1.4854 2.2574
H 2.3281 -0.7129 3.7819
H 4.4318 0.0518 2.0681
H 4.3086 -1.4607 3.0167
H 4.8566 -2.4674 1.0031
H 3.0669 -2.5995 0.9472
H 3.0349 -1.5845 -1.0980
H 4.8270 -1.5510 -1.0823
H 2.6877 0.6444 -0.3915
H 4.4810 0.9554 0.1000
H 3.5127 1.8508 -2.1810
H 3.8804 0.1210 -2.8293
H 5.8331 2.1179 -1.2351
H 6.1835 0.4019 -1.6311
H 6.0574 3.2653 -4.6263
H 4.6504 2.1210 -4.6272
H 4.8846 3.3816 -3.2582
C -7.4491 -3.8062 0.8729
C -7.4662 -3.6547 -0.6675
O -7.6112 -2.3573 -0.9544
H -8.3805 -3.4543 1.3236
H -7.3310 -4.8644 1.1443
H -6.6172 -3.2574 1.3239
H -8.2548 -4.3545 -1.0172
H -6.5416 -4.1646 -1.0178
*
```

Gap between HOMO and LUMO   1.469 eV
F_max   2.62 eV/A

---

2 unconnected molecules or ions with the total composition C3H12N5. Source: the Open Molecules 2025 dataset; level of theory: ωB97M-V with the def2-TZVPD basis set.

Structure (ORCA input):
```
! wB97M-V def2-TZVPD RIJCOSX def2/J DEFGRID3
* xyz 1 1
N -2.1519 -0.7577 0.6863
C -2.2662 0.0310 -0.4012
N -3.4989 0.2140 -0.9191
N -1.2034 0.6080 -0.9155
H -2.9663 -0.8957 1.2616
H -1.2805 -0.7249 1.1914
H -4.2286 -0.4687 -0.7637
H -3.5803 0.7625 -1.7579
H -0.1711 0.5058 -0.5172
H -1.3473 1.0569 -1.8059
C 1.7540 1.0084 1.1852
N 3.1093 -1.1617 0.0456
C 1.9937 -0.6155 -0.5057
N 1.3119 0.3611 -0.0444
H 1.6209 0.3383 2.0378
H 1.1589 1.8954 1.3385
H 2.7990 1.3154 1.1483
H 3.6509 -1.7743 -0.5398
H 3.6421 -0.5941 0.6842
H 1.6537 -1.1041 -1.4084
*
```

Gap between HOMO and LUMO   10.512 eV
F_max   0.54 eV/A

---

Short version: E_tot = -20817.869, -68403.902, -33026.192, -10751.406 eV, in the order given.
Short version: ΔE to the lowest compared entry with this formula, charge and spin = 184.80, 66.08, 655.28, 0.00 kJ/mol, in the order given.